Below is C39H50Cl3Ge2O2Ru as an isolated structure at a distorted geometry, with properties calculated with ωB97M-V with the def2-TZVPD basis set.

Structure (XYZ):
```
97
Properties=species:S:1:pos:R:3:mulliken_charge:R:1
Ru -2.077 -0.269 0.840 0.3671
C -2.019 -1.503 2.832 -0.1143
C -3.070 -0.517 2.917 -1.5914
C -2.399 0.768 2.973 0.9213
C -0.996 0.494 2.955 -0.3891
C -0.754 -0.889 2.959 1.2865
C 0.562 -1.564 3.238 2.2372
C 1.742 -0.615 2.989 -2.0505
C 0.538 -1.950 4.727 -1.8071
C 0.731 -2.822 2.382 -1.6383
C -2.841 2.177 3.373 1.7042
C -4.203 2.602 2.824 -1.6934
C -1.812 3.219 2.906 -1.8497
C -2.867 2.202 4.914 -1.5631
C -4.543 -0.950 3.048 1.6720
C -5.472 -0.302 2.003 -1.3567
C -5.063 -0.650 4.463 -1.7998
C -4.651 -2.472 2.849 -2.0808
H -2.171 -2.568 2.880 0.5977
H -0.226 1.243 3.011 0.2655
H 1.732 0.211 3.702 0.2957
H 1.705 -0.211 1.978 0.3431
H 2.679 -1.161 3.114 0.4946
H 0.317 -1.077 5.345 0.3631
H 1.511 -2.345 5.024 0.4525
H -0.224 -2.708 4.921 0.3184
H 0.770 -2.555 1.325 0.1754
H -0.091 -3.524 2.531 0.2887
H 1.662 -3.327 2.649 0.4706
H -4.271 2.413 1.751 0.1161
H -4.345 3.672 2.983 0.6224
H -5.018 2.091 3.332 0.1663
H -1.617 3.135 1.838 0.2399
H -0.868 3.135 3.445 0.3255
H -2.204 4.219 3.099 0.4761
H -3.607 1.507 5.306 0.2504
H -3.105 3.204 5.277 0.4428
H -1.890 1.915 5.308 0.2665
H -5.808 0.687 2.294 0.2078
H -6.362 -0.920 1.866 0.4623
H -4.969 -0.211 1.043 -0.0627
H -5.235 0.415 4.617 0.2152
H -4.357 -1.005 5.217 0.3044
H -6.013 -1.166 4.619 0.4990
H -4.242 -2.768 1.882 0.2923
H -5.701 -2.764 2.882 0.5300
H -4.136 -3.015 3.644 0.3239
Cl -1.915 3.433 -0.719 -0.4057
Ge -2.630 1.354 -0.894 0.5844
Cl -4.793 1.707 -1.148 -0.3905
Cl -2.110 1.018 -3.005 -0.4052
C -3.049 -1.620 -0.273 -0.9215
H -2.525 -2.238 -1.006 0.3631
H -4.104 -1.510 -0.533 0.4472
O 2.040 -0.112 -0.878 -0.3171
C 0.883 -0.614 -0.710 0.6194
O 0.159 -0.323 0.266 -0.0491
C 0.490 -1.677 -1.716 -0.0606
C 0.890 -1.228 -3.114 -0.8058
Ge 2.583 -0.175 -2.979 1.6277
C 2.829 0.288 -5.024 -0.1941
C 1.812 0.068 -5.930 -0.0219
C 2.051 0.329 -7.275 -0.7661
C 3.280 0.828 -7.683 -0.5197
C 4.282 1.062 -6.750 -0.7700
C 4.054 0.805 -5.406 -0.4481
C 4.103 -1.399 -2.725 0.4125
C 4.930 -1.416 -1.607 -0.1398
C 5.939 -2.363 -1.495 -0.7460
C 6.124 -3.306 -2.495 -0.4609
C 5.300 -3.303 -3.612 -0.6547
C 4.299 -2.351 -3.725 -0.4654
C 2.565 1.801 -2.633 0.4643
C 1.539 2.525 -3.222 -0.3320
C 1.327 3.842 -2.840 -0.7636
C 2.160 4.428 -1.901 -0.5386
C 3.204 3.702 -1.337 -0.7091
C 3.421 2.387 -1.711 -0.1845
H -0.568 -1.908 -1.633 -0.3618
H 1.065 -2.565 -1.433 0.3926
H 0.114 -0.602 -3.551 0.2602
H 1.056 -2.084 -3.770 0.4753
H 0.849 -0.314 -5.615 0.3545
H 1.266 0.142 -7.996 0.4302
H 3.453 1.046 -8.728 0.3972
H 5.240 1.457 -7.062 0.4170
H 4.830 0.989 -4.672 0.3968
H 4.769 -0.697 -0.812 0.3457
H 6.581 -2.367 -0.624 0.3993
H 6.911 -4.044 -2.406 0.3901
H 5.440 -4.037 -4.395 0.3904
H 3.663 -2.345 -4.605 0.3408
H 0.887 2.065 -3.955 0.3014
H 0.510 4.401 -3.273 0.4304
H 2.001 5.458 -1.612 0.4063
H 3.847 4.164 -0.598 0.4359
H 4.221 1.816 -1.256 0.3517
```

The value obtained for the HOMO-LUMO gap (spin up / spin down) is 7.05 / 3.68 eV. The energy comes out at -198530.5676 eV. The energy above the lowest of the compared OMol25 structures with the same formula, charge and spin comes out at 84.27 kcal per mole. The calculation puts the largest force on an atom at 4.19 eV Å⁻¹. Its charge is 0. As for the spin multiplicity: 2.

***

Below is C11H12N2PTm as an isolated structure at a distorted geometry, with properties calculated with ωB97M-V with the def2-TZVPD basis set.

Structure (XYZ):
```
27
Properties=species:S:1:pos:R:3:nbo_charge:R:1
C -0.396 0.124 -2.238 -0.3880
C -1.214 1.134 -1.599 -0.3837
C -0.326 2.060 -0.919 -0.4132
C 1.054 1.662 -1.214 -0.3989
C 1.012 0.476 -2.024 -0.3714
Tm 0.010 0.117 0.007 1.3505
P -0.056 -2.343 0.391 0.0330
H -0.752 -0.715 -2.803 0.2418
H -2.301 1.189 -1.619 0.2482
H -0.624 2.904 -0.330 0.2515
H 1.867 -0.064 -2.411 0.2448
H 1.946 2.178 -0.879 0.2495
H 1.027 -3.050 -0.029 0.0303
H -1.100 -3.018 -0.161 0.0237
H -0.145 -2.678 1.726 0.0512
N 2.858 0.049 5.972 -0.3674
C 1.962 0.004 5.249 0.2796
C 0.824 -0.051 4.330 -0.2689
C -0.488 -0.017 4.807 -0.2726
C -1.562 -0.021 3.940 -0.1807
C -1.312 -0.095 2.592 -0.1764
N -0.029 -0.153 2.201 -0.6962
C 1.046 -0.109 2.974 0.0949
H -0.676 0.044 5.882 0.2225
H -2.595 0.060 4.271 0.2157
H -2.110 -0.054 1.839 0.1835
H 2.041 -0.109 2.509 0.1967
```

The value obtained for the HOMO-LUMO gap (spin up / spin down) is 4.73 / 6.48 eV. The energy comes out at -53393.3548 eV. The energy above the lowest of the compared OMol25 structures with the same formula, charge and spin comes out at 0.00 kcal per mole. The calculation puts the largest force on an atom at 6.54 eV Å⁻¹. Its charge is 0. As for the spin multiplicity: 3.

***

Below is one molecule with the formula C6H8BrClIN3O3 at a distorted geometry, with properties calculated with ωB97M-V with the def2-TZVPD basis set.

Structure (XYZ):
```
23
Properties=species:S:1:pos:R:3:nbo_charge:R:1
C 0.921 -1.346 -1.548 0.4552
C 0.251 1.126 1.901 0.6880
C -1.509 1.366 -0.764 0.6239
C 0.002 -2.585 -1.689 -0.4353
C 1.077 0.800 3.078 -0.5374
C -0.277 0.465 -0.353 0.4595
N -2.329 1.903 0.178 -0.7925
N 0.107 -0.108 -1.447 -0.6030
N 0.451 0.343 0.724 -0.6774
O 1.882 -1.322 -0.615 -0.7087
O -0.560 2.078 1.972 -0.6224
O -1.681 1.386 -1.961 -0.6065
Cl -1.087 -2.687 -0.278 -0.0510
Br 2.882 0.283 2.592 0.0452
I 2.017 -1.534 -3.556 -0.0241
H 0.591 -3.405 -1.837 0.2340
H -0.570 -2.362 -2.591 0.2317
H 0.407 0.003 3.493 0.2578
H 1.182 1.525 3.881 0.2608
H -1.786 1.976 1.053 0.4300
H -3.064 2.528 -0.058 0.4088
H -0.561 0.215 -2.158 0.4515
H 1.654 -0.648 -0.017 0.5118
```

The structure (SMILES) is NC(=O)/C(=N\C(=O)CBr)N[C@](O)(I)CCl. The value obtained for the HOMO-LUMO gap is 8.92 eV. The energy comes out at -107629.7026 eV. The energy above the lowest of the compared OMol25 structures with the same formula, charge and spin comes out at 36.40 kcal per mole. The calculation puts the largest force on an atom at 3.64 eV Å⁻¹. Its charge is 0.

***

Below is a 2-piece molecular cluster, C2H4Cl3F overall at a distorted geometry, with properties calculated with ωB97M-V with the def2-TZVPD basis set.

Structure (XYZ):
```
10
Properties=species:S:1:pos:R:3:nbo_charge:R:1
C 0.655 -1.756 -0.203 -0.3946
C -0.493 1.822 0.097 0.0297
H 1.100 -1.265 0.661 0.2277
H 1.423 -2.089 -0.899 0.2269
H -0.013 1.152 -0.617 0.1800
H -1.302 2.387 -0.362 0.1686
F 0.428 2.679 0.605 -0.3453
Cl -0.375 -0.585 -1.037 0.0014
Cl -0.234 -3.175 0.361 -0.0143
Cl -1.188 0.829 1.394 -0.0800
```

The structure (SMILES) is ClCCl.FCCl. The value obtained for the HOMO-LUMO gap is 11.31 eV. The energy comes out at -42422.3825 eV. The energy above the lowest of the compared OMol25 structures with the same formula, charge and spin comes out at 0.00 kcal per mole. The calculation puts the largest force on an atom at 3.68 eV Å⁻¹. Its charge is 0.

***

Below is one molecule with the formula C4H8N2O at a distorted geometry, with properties calculated with ωB97M-V with the def2-TZVPD basis set.

Structure (XYZ):
```
15
Properties=species:S:1:pos:R:3:nbo_charge:R:1
C -1.788 0.771 -0.119 -0.0553
C -0.234 0.535 0.212 -0.1530
C -0.110 -0.796 0.774 -0.2547
C 1.930 -0.472 -0.546 0.2548
H -1.779 -0.742 -1.279 0.4881
H -1.654 1.560 -1.035 0.1526
H -2.291 1.436 0.774 0.2187
H 0.350 1.078 0.957 0.2534
H 0.333 -1.160 1.923 0.2044
H -0.964 -1.479 0.544 0.2127
H 2.469 -1.520 -0.679 0.2066
H 3.267 0.938 -0.086 0.3357
N 0.505 -0.602 -0.566 -0.4783
N 2.232 0.834 -0.255 -0.6710
O -2.264 -0.381 -0.618 -0.7146
```

The structure (SMILES) is [H]/N=C/N1C[C@@H]1CO. The value obtained for the HOMO-LUMO gap is 10.27 eV. The energy comes out at -9299.8768 eV. The energy above the lowest of the compared OMol25 structures with the same formula, charge and spin comes out at 150.27 kcal per mole. The calculation puts the largest force on an atom at 7.09 eV Å⁻¹. Its charge is 0.

***

Below is C49H69Br2MnN4P2Si as an isolated structure at a distorted geometry, with properties calculated with ωB97M-V with the def2-TZVPD basis set.

Structure (XYZ):
```
128
Properties=species:S:1:pos:R:3:mulliken_charge:R:1
Mn 0.657 0.735 0.098 2.2709
C -1.611 3.119 -2.205 -2.2327
Si -1.264 1.746 -0.861 1.6528
C -2.476 2.287 0.543 0.3391
C -3.533 3.150 0.281 -0.0648
C -4.387 3.581 1.281 -1.0288
C -4.189 3.151 2.579 -1.3605
C -3.151 2.284 2.861 -0.5954
C -2.297 1.840 1.854 0.4441
P -0.961 0.629 2.158 0.5764
C -1.941 -0.938 2.504 0.4719
C -3.083 -0.919 3.531 -0.3931
C -4.229 -1.849 3.116 -0.9492
C -3.692 -3.131 2.496 -0.9108
C -2.980 -2.823 1.171 -1.0783
C -2.460 -1.383 1.132 -0.4318
C -0.136 1.211 3.766 0.6541
C 1.061 0.296 4.092 -0.2703
C 0.736 -0.704 5.195 -0.6968
C 0.454 0.019 6.519 -0.8721
C -0.059 1.438 6.264 -1.1281
C -0.964 1.473 5.033 -0.8278
C -2.229 0.284 -1.716 0.1107
C -3.606 0.322 -1.887 -0.0675
C -4.256 -0.623 -2.662 -1.0599
C -3.522 -1.598 -3.314 -1.4087
C -2.149 -1.663 -3.147 -0.4993
C -1.503 -0.747 -2.323 0.5039
P 0.293 -0.736 -1.984 -0.1061
C 0.996 -0.181 -3.634 0.1884
C 0.436 1.202 -3.954 0.5584
C 1.057 1.790 -5.222 -0.9797
C 0.869 0.843 -6.403 -0.7983
C 1.413 -0.539 -6.067 -0.9493
C 0.714 -1.087 -4.825 0.1448
C 0.840 -2.510 -1.591 1.7069
C 2.372 -2.644 -1.632 -0.1701
C 2.935 -3.329 -2.876 -0.6966
C 2.220 -4.640 -3.187 -1.0860
C 0.721 -4.415 -3.354 -0.8408
C 0.147 -3.786 -2.090 -1.5728
H -2.399 2.763 -2.860 0.6093
H -0.760 3.362 -2.825 0.3849
H -1.948 4.045 -1.756 0.8237
H -3.698 3.505 -0.722 0.4796
H -5.191 4.263 1.052 0.4605
H -4.837 3.483 3.375 0.4552
H -3.013 1.981 3.882 0.5844
H -1.196 -1.668 2.843 0.9449
H -3.502 0.077 3.652 -0.0989
H -2.696 -1.251 4.497 0.3565
H -4.874 -1.341 2.398 0.3166
H -4.837 -2.076 3.994 0.5571
H -4.506 -3.833 2.323 0.5169
H -3.006 -3.604 3.201 0.3364
H -3.669 -2.961 0.336 0.5616
H -2.153 -3.522 1.029 0.1094
H -3.253 -0.703 0.813 0.5742
H -1.656 -1.298 0.384 -1.1120
H 0.267 2.187 3.459 -0.2376
H 1.910 0.904 4.414 0.7326
H 1.375 -0.252 3.203 -0.4549
H 1.572 -1.395 5.311 0.6402
H -0.127 -1.302 4.896 -0.0271
H 1.364 0.071 7.119 0.3278
H -0.280 -0.551 7.092 0.3339
H 0.778 2.124 6.113 0.3602
H -0.620 1.790 7.131 0.5169
H -1.418 2.463 4.974 0.4229
H -1.743 0.724 5.168 0.3437
H -4.180 1.095 -1.400 0.5344
H -5.327 -0.584 -2.784 0.4685
H -4.015 -2.315 -3.952 0.4405
H -1.598 -2.421 -3.679 0.5258
H 2.079 -0.106 -3.470 1.3761
H 0.615 1.859 -3.104 -1.6250
H -0.646 1.125 -4.093 0.2914
H 2.121 1.976 -5.064 0.3712
H 0.581 2.747 -5.442 0.3945
H 1.368 1.243 -7.286 0.4878
H -0.196 0.762 -6.633 0.3614
H 2.491 -0.484 -5.897 0.3614
H 1.242 -1.216 -6.905 0.4371
H 1.065 -2.095 -4.638 -0.5779
H -0.358 -1.114 -5.017 0.2457
H 0.554 -2.482 -0.530 -1.4101
H 2.681 -3.223 -0.756 0.7987
H 2.833 -1.656 -1.546 -0.5217
H 3.993 -3.531 -2.694 0.5519
H 2.873 -2.659 -3.733 0.1245
H 2.387 -5.349 -2.372 0.4230
H 2.639 -5.077 -4.093 0.4857
H 0.224 -5.372 -3.529 0.4681
H 0.537 -3.796 -4.230 0.3318
H 0.288 -4.522 -1.291 0.6228
H -0.927 -3.628 -2.182 0.5268
Br 4.711 -3.560 3.211 -0.0970
C 3.543 -2.436 2.210 -0.8379
C 2.153 -2.696 2.219 -1.7468
C 1.347 -1.832 1.528 0.6952
N 1.768 -0.772 0.828 1.9560
C 3.136 -0.573 0.725 0.7251
C 4.021 -1.392 1.474 -1.3743
C 3.576 0.448 -0.157 0.8261
C 4.944 0.793 -0.290 -0.9562
C 5.308 1.827 -1.103 -0.9508
Br 7.143 2.316 -1.283 -0.1214
C 4.322 2.526 -1.821 -0.9885
C 3.015 2.126 -1.655 -0.4610
N 2.611 1.135 -0.867 0.6969
H 1.753 -3.536 2.756 0.6412
H 0.276 -1.990 1.542 -0.5524
H 5.080 -1.204 1.440 0.6050
H 5.691 0.251 0.263 0.6361
H 4.589 3.339 -2.470 0.5477
H 2.237 2.650 -2.194 0.4506
N -0.011 4.108 0.071 -0.4307
C 0.520 4.367 1.397 -0.5866
C 1.851 3.645 1.566 -0.8067
N 1.733 2.234 1.236 0.3477
H 0.635 4.435 -0.640 0.2238
H -0.877 4.617 -0.045 0.2942
H -0.217 3.987 2.116 0.2109
H 0.673 5.438 1.600 0.5228
H 2.207 3.796 2.593 0.3385
H 2.596 4.092 0.893 0.3292
H 0.792 1.833 1.368 -2.0227
H 2.417 1.702 1.770 0.0257
```

The value obtained for the HOMO-LUMO gap (spin up / spin down) is 6.11 / 5.98 eV. The energy comes out at -255749.3686 eV. The energy above the lowest of the compared OMol25 structures with the same formula, charge and spin comes out at 36.30 kcal per mole. The calculation puts the largest force on an atom at 3.66 eV Å⁻¹. Its charge is +1. As for the spin multiplicity: 2.